Record 1
{
  "formula": "C10H10N2O",
  "method": "ωB97M-V with the def2-TZVPD basis set",
  "homo_ha": -0.315,
  "total_charge": 0,
  "e_tot_ev": -15553.0903,
  "elements": ["C", "C", "C", "C", "C", "C", "C", "C", "C", "C", "H", "H", "H", "H", "H", "H", "H", "H", "H", "H", "N", "N", "O"],
  "xyz": [[-3.172320, -0.030063, -0.121377], [-2.417985, 1.211427, 0.236690], [-1.099740, 0.919783, 0.902027], [-0.342064, -0.142130, 0.161211], [1.113026, -0.039439, 0.054342], [1.923489, -1.147323, 0.421800], [3.276106, -1.089612, 0.355125], [4.003607, 0.147002, -0.132329], [3.165663, 1.141660, -0.487386], [1.851127, 1.049204, -0.495423], [-1.947694, 1.887111, -0.538595], [-3.015407, 2.027761, 0.681912], [-1.159385, 0.757349, 1.924988], [-0.391170, 2.163760, 1.127143], [-2.646838, -1.973263, -0.436842], [1.450998, -1.885371, 0.555384], [4.246270, -2.055489, 0.875698], [5.056047, -0.192775, -0.193261], [3.799228, 2.004907, -0.951280], [1.242444, 1.959340, -0.897656], [-0.922499, -1.120735, -0.424780], [-2.266930, -1.142970, -0.377082], [-4.264244, -0.121306, -0.237817]],
  "forces_ev_per_angstrom": [[12.1, 0.3, 0.2], [1.6, 3.0, -0.6], [2.0, 3.9, 0.3], [0.1, 0.8, -0.4], [3.2, 0.3, -0.9], [4.8, 9.9, -2.3], [5.6, 0.2, 0.8], [-1.5, -6.6, 2.4], [6.1, 2.8, -2.3], [-6.6, 1.6, 0.5], [-1.4, -1.4, -0.8], [-0.1, -1.0, 0.6], [-0.2, -1.2, 2.0], [-1.9, -3.8, -1.3], [-2.4, -5.1, -0.8], [-6.2, -10.7, 2.7], [-3.7, 2.8, -1.9], [-0.4, 1.9, -0.2], [-2.0, -1.0, 0.7], [1.1, -1.7, 0.8], [0.9, 0.4, 0.5], [0.3, 5.7, 1.1], [-11.5, -1.2, -1.0]],
  "nbo_charge": [0.6926, -0.5751, -0.3867, 0.1592, -0.0263, -0.2263, -0.1280, -0.2294, -0.2478, -0.1852, 0.2571, 0.2508, 0.2240, 0.1902, 0.3773, 0.1852, 0.1901, 0.2427, 0.2197, 0.2122, -0.1993, -0.4844, -0.5124]
}

---

Record 2
{
  "formula": "C10H10N2O2",
  "method": "ωB97M-V with the def2-TZVPD basis set",
  "homo_ha": -0.321,
  "total_charge": 0,
  "smiles": "O=c1cc[nH]c(=O)[nH]1.c1ccccc1",
  "e_tot_ev": -17606.7153,
  "elements": ["C", "C", "C", "C", "C", "C", "C", "C", "C", "C", "H", "H", "H", "H", "H", "H", "H", "H", "H", "H", "N", "N", "O", "O"],
  "xyz": [[1.211590, -0.979175, -0.279534], [0.785452, 0.400575, -0.490421], [1.680474, 1.367089, -0.379115], [3.539368, -0.163857, 0.102766], [-2.728192, 0.302596, -1.017658], [-2.347118, -1.042580, -0.702621], [-1.794127, -1.468484, 0.532788], [-1.459418, -0.437536, 1.583675], [-1.763082, 0.887058, 1.085867], [-2.417633, 1.220405, -0.092394], [2.858037, -2.122352, -0.003206], [-0.188561, 0.640511, -0.896262], [1.442196, 2.393053, -0.570821], [3.687567, 1.825185, -0.047201], [-3.132700, 0.420637, -2.003979], [-2.976908, -1.598545, -1.432300], [-1.748052, -2.515833, 0.682390], [-1.136010, -0.746844, 2.564447], [-1.497050, 1.682824, 1.744976], [-2.804096, 2.292533, -0.135969], [2.561197, -1.138314, 0.036814], [3.013442, 1.110256, -0.063057], [0.495552, -1.978601, -0.437134], [4.718066, -0.350599, 0.217960]],
  "forces_ev_per_angstrom": [[-1.2, -1.3, -0.8], [-0.3, -0.5, -0.4], [1.5, 0.0, 0.2], [-1.0, 0.6, -0.7], [1.5, -2.8, 0.3], [-2.0, 0.9, 0.1], [-0.8, 3.2, 0.7], [-2.1, -0.6, -5.5], [0.6, -2.1, 2.5], [-0.6, 3.3, 1.1], [0.0, 0.8, 0.2], [0.1, -0.4, 0.3], [0.0, 0.4, -0.1], [0.7, 0.9, 0.0], [-0.5, 0.6, 0.0], [1.6, -1.2, 0.8], [0.3, -0.7, 0.4], [0.3, 0.4, 0.0], [-0.1, 0.6, 0.4], [0.9, -1.4, -0.3], [0.1, -1.0, 0.0], [-1.3, -0.8, 0.2], [1.8, 1.3, 0.3], [0.6, -0.4, 0.3]],
  "nbo_charge": [0.6477, -0.3794, 0.0636, 0.7858, -0.2059, -0.2446, -0.1489, -0.2260, -0.2097, -0.2689, 0.4344, 0.2626, 0.2167, 0.4187, 0.2165, 0.2180, 0.2183, 0.2278, 0.2041, 0.2152, -0.6401, -0.6069, -0.5966, -0.6027]
}

---

Record 3
{
  "formula": "C10H10N3O2",
  "method": "ωB97M-V with the def2-TZVPD basis set",
  "homo_ha": [-0.423, -0.376],
  "total_charge": 1,
  "e_tot_ev": -19086.6424,
  "elements": ["C", "C", "C", "C", "C", "C", "C", "C", "C", "C", "N", "N", "N", "O", "O", "H", "H", "H", "H", "H", "H", "H", "H", "H", "H"],
  "xyz": [[-2.906018, -0.325156, -2.392653], [-3.283031, -0.889395, -1.223535], [-1.623114, 0.234981, -2.543277], [-2.543880, -0.900711, -0.037789], [-0.805601, 0.294490, -1.356522], [-1.268575, -0.444363, -0.220108], [0.497144, 0.899168, -1.313770], [2.271928, -0.380553, 1.667861], [2.383935, 0.149901, 0.248231], [0.484950, 0.853880, 1.180374], [1.102661, 0.872227, 0.000910], [1.123463, 0.101766, 2.158551], [3.076585, -1.181041, 2.355300], [1.100545, 1.309566, -2.297125], [-0.494751, 1.692102, 1.636918], [-3.496279, -0.175557, -3.270311], [-4.210978, -1.488500, -1.272654], [-1.394568, 1.021781, -3.238028], [-2.785106, -1.368069, 0.853066], [3.271221, 0.844364, 0.082878], [2.504738, -0.581682, -0.467634], [1.016994, 0.038421, 3.221495], [3.941283, -1.558900, 1.945591], [2.861776, -1.291686, 3.376520], [-0.825322, 2.272965, 0.905713]],
  "forces_ev_per_angstrom": [[2.7, 1.5, -1.8], [-2.3, -2.1, 1.1], [-0.1, 1.5, 3.1], [1.6, 0.6, -2.5], [-2.1, -2.4, 0.6], [1.6, 2.2, 0.1], [0.9, 0.2, -2.3], [-0.6, 0.6, -0.5], [1.1, 2.3, 0.2], [-5.4, -0.3, 0.5], [2.6, 0.1, 1.0], [2.0, -0.5, 1.4], [-0.2, 0.3, 0.6], [-0.3, -0.4, 2.1], [1.3, 0.4, -0.8], [-0.9, -0.6, -0.1], [0.2, 0.7, 0.4], [0.1, -0.4, -1.1], [-1.0, -0.9, 1.4], [-0.8, -0.8, 0.6], [0.2, -1.9, -1.5], [-0.9, 0.6, -2.3], [-0.7, 0.3, 0.5], [0.7, -0.2, -1.6], [0.4, -0.7, 0.7]],
  "nbo_charge": [-0.2382, -0.1368, -0.1006, -0.3136, -0.3193, 0.0343, 0.6592, 0.5166, -0.2760, 0.6841, -0.4519, -0.5274, -0.7231, -0.5071, -0.6395, 0.2390, 0.2301, 0.2363, 0.2329, 0.2698, 0.2562, 0.4664, 0.4540, 0.4333, 0.5212]
}

---

Copy entry 2 word for word.
{
  "formula": "C10H10N2O2",
  "method": "ωB97M-V with the def2-TZVPD basis set",
  "homo_ha": -0.321,
  "total_charge": 0,
  "smiles": "O=c1cc[nH]c(=O)[nH]1.c1ccccc1",
  "e_tot_ev": -17606.7153,
  "elements": ["C", "C", "C", "C", "C", "C", "C", "C", "C", "C", "H", "H", "H", "H", "H", "H", "H", "H", "H", "H", "N", "N", "O", "O"],
  "xyz": [[1.211590, -0.979175, -0.279534], [0.785452, 0.400575, -0.490421], [1.680474, 1.367089, -0.379115], [3.539368, -0.163857, 0.102766], [-2.728192, 0.302596, -1.017658], [-2.347118, -1.042580, -0.702621], [-1.794127, -1.468484, 0.532788], [-1.459418, -0.437536, 1.583675], [-1.763082, 0.887058, 1.085867], [-2.417633, 1.220405, -0.092394], [2.858037, -2.122352, -0.003206], [-0.188561, 0.640511, -0.896262], [1.442196, 2.393053, -0.570821], [3.687567, 1.825185, -0.047201], [-3.132700, 0.420637, -2.003979], [-2.976908, -1.598545, -1.432300], [-1.748052, -2.515833, 0.682390], [-1.136010, -0.746844, 2.564447], [-1.497050, 1.682824, 1.744976], [-2.804096, 2.292533, -0.135969], [2.561197, -1.138314, 0.036814], [3.013442, 1.110256, -0.063057], [0.495552, -1.978601, -0.437134], [4.718066, -0.350599, 0.217960]],
  "forces_ev_per_angstrom": [[-1.2, -1.3, -0.8], [-0.3, -0.5, -0.4], [1.5, 0.0, 0.2], [-1.0, 0.6, -0.7], [1.5, -2.8, 0.3], [-2.0, 0.9, 0.1], [-0.8, 3.2, 0.7], [-2.1, -0.6, -5.5], [0.6, -2.1, 2.5], [-0.6, 3.3, 1.1], [0.0, 0.8, 0.2], [0.1, -0.4, 0.3], [0.0, 0.4, -0.1], [0.7, 0.9, 0.0], [-0.5, 0.6, 0.0], [1.6, -1.2, 0.8], [0.3, -0.7, 0.4], [0.3, 0.4, 0.0], [-0.1, 0.6, 0.4], [0.9, -1.4, -0.3], [0.1, -1.0, 0.0], [-1.3, -0.8, 0.2], [1.8, 1.3, 0.3], [0.6, -0.4, 0.3]],
  "nbo_charge": [0.6477, -0.3794, 0.0636, 0.7858, -0.2059, -0.2446, -0.1489, -0.2260, -0.2097, -0.2689, 0.4344, 0.2626, 0.2167, 0.4187, 0.2165, 0.2180, 0.2183, 0.2278, 0.2041, 0.2152, -0.6401, -0.6069, -0.5966, -0.6027]
}

---

Which formula does entry 3 have? C10H10N3O2

---

What is the formula in the first record? C10H10N2O